{"formula": "C43H53F3N8O9SSiSn", "method": "ωB97M-V with the def2-TZVPD basis set", "charge": -2, "max_force_ev_per_a": 1.167, "gap_ev": [5.2, 5.2], "homo_energy_ha": [-0.0483, -0.0480], "elements": ["Sn", "S", "Si", "F", "F", "F", "O", "O", "O", "O", "O", "O", "O", "O", "O", "N", "N", "N", "N", "N", "N", "N", "N", "C", "C", "C", "C", "C", "C", "C", "C", "C", "C", "C", "C", "C", "C", "C", "C", "C", "C", "C", "C", "C", "C", "C", "C", "C", "C", "C", "C", "C", "C", "C", "C", "C", "C", "C", "C", "C", "C", "C", "C", "C", "C", "C", "H", "H", "H", "H", "H", "H", "H", "H", "H", "H", "H", "H", "H", "H", "H", "H", "H", "H", "H", "H", "H", "H", "H", "H", "H", "H", "H", "H", "H", "H", "H", "H", "H", "H", "H", "H", "H", "H", "H", "H", "H", "H", "H", "H", "H", "H", "H", "H", "H", "H", "H", "H", "H"], "xyz": [[-0.77912, 0.01110, -1.02374], [-3.07415, 0.70722, -1.85668], [3.16553, -0.04655, -0.80693], [-0.76645, -5.09343, -2.62783], [-2.59896, -3.98424, -2.87572], [-1.25570, -3.51201, -1.25134], [-0.24956, -3.20124, -4.61666], [-2.76640, -1.22204, 0.53876], [4.27686, 1.05370, -0.30801], [3.99052, -1.12003, -1.69299], [-0.29603, -1.70726, -2.93625], [1.95005, 0.69353, -1.59962], [-0.75315, -2.72252, 3.01833], [-0.45693, -1.07949, 1.54767], [2.61856, -0.79753, 0.52081], [-3.57727, 3.33914, -2.33149], [-1.46683, 2.75446, -2.81670], [0.40800, 0.43432, 3.52798], [-4.81319, 3.01693, -1.85609], [-0.43775, 2.07893, -2.41740], [0.65948, 2.31574, 4.87567], [-0.17021, 2.57417, 2.78921], [-0.95454, 2.14877, 0.51552], [0.89448, 3.28900, -4.00670], [-4.56947, -3.50297, 1.17317], [-3.74792, -0.08452, 5.34215], [-0.52453, -2.79341, -3.49732], [2.80805, -2.13005, 0.98805], [5.23268, 1.20772, 1.87437], [-2.64163, -2.01343, 1.70000], [1.92545, -3.05655, 0.16472], [4.27680, -2.54184, 0.86607], [-7.31820, 5.93914, -0.27336], [3.19571, -0.99238, -3.99502], [-3.71445, -1.47078, 5.27347], [-3.43890, -2.09912, 4.07539], [4.26967, -1.48414, -3.03485], [-3.20532, -3.38818, 1.40812], [2.08989, 3.58851, -4.57460], [-2.93790, -5.69167, 0.77386], [-3.20605, -1.34630, 2.92740], [2.95484, 2.14488, 1.45176], [2.41447, -2.15979, 2.46365], [-7.68074, 4.59879, -0.23574], [-3.25185, 0.04006, 2.99298], [3.23930, 2.26364, -2.91945], [-5.26872, 5.32979, -1.38107], [3.27883, 3.00889, -4.03229], [-4.29702, -5.79168, 0.51933], [-6.85457, 3.62272, -0.75675], [-6.10394, 6.28924, -0.84902], [-5.11798, -4.69794, 0.73866], [-1.12739, -1.97684, 2.11158], [-1.29303, -3.84410, -2.55652], [4.94757, 3.21559, 0.37367], [5.64443, -0.91239, -3.39738], [-2.69023, 2.40293, -2.35482], [-0.55455, 2.25149, 1.59497], [-2.39115, -4.49624, 1.21365], [0.75617, 2.42574, -2.89072], [1.99119, 2.03592, -2.11798], [4.33085, 1.89193, 0.83758], [0.26128, 1.73752, 3.68942], [-5.62373, 3.97099, -1.33931], [-3.53107, 0.66381, 4.19717], [4.32838, -3.01376, -3.07379], [3.06153, 2.65402, 2.41468], [-8.62140, 4.30594, 0.22007], [4.41779, -3.55367, 1.26303], [2.43579, 1.19465, 1.60500], [1.33669, -2.12444, 2.58511], [-4.70824, -6.71203, 0.13767], [2.88077, -1.31081, 2.99287], [-5.22120, -2.64285, 1.32551], [4.22344, 3.16635, -4.54119], [-3.93710, 0.40664, 6.28722], [-3.87995, -2.05752, 6.16987], [0.67539, -0.16427, 4.29180], [-3.35641, -3.17975, 4.02581], [-6.18229, -4.76835, 0.54471], [5.05105, -3.39206, -2.34386], [0.59692, 1.75235, 5.70991], [-5.79830, 7.32923, -0.87593], [5.42190, 1.87469, 2.72411], [5.88873, -1.13814, -4.44238], [2.18385, -2.96085, -0.89904], [-3.66535, -1.26446, 0.19298], [2.06427, -4.10336, 0.46298], [-3.04150, 0.61836, 2.09828], [4.88566, 3.97335, 1.16704], [2.02718, 2.67387, -1.22786], [3.19861, 0.09136, -4.05284], [6.18862, 0.93107, 1.41472], [0.36961, 3.27380, 4.96743], [4.62058, -3.35823, -4.07332], [-4.31060, 5.58267, -1.81413], [4.91569, -1.85473, 1.43561], [-4.95313, 2.05126, -1.61079], [-3.54591, 1.74779, 4.24001], [-2.29386, -6.54578, 0.59383], [2.77237, -3.09530, 2.91344], [4.40483, 3.56955, -0.50671], [0.13098, -0.06052, 2.64499], [5.99813, 3.06890, 0.09631], [3.37952, -1.40931, -4.99122], [4.59276, -2.52817, -0.17210], [5.64162, 0.17271, -3.26592], [4.74394, 0.29788, 2.23517], [2.20669, -1.31664, -3.65964], [0.87778, -2.78112, 0.29656], [-0.03417, 3.64221, -4.43191], [6.41685, -1.33231, -2.74544], [3.34352, -3.43297, -2.84412], [-1.32572, -4.41684, 1.39590], [2.34007, 2.77668, 0.80467], [2.15375, 4.19830, -5.46401], [-7.14617, 2.57496, -0.70437], [-7.97172, 6.69267, 0.14669], [4.14371, 1.81131, -2.51821]], "atomic_forces_ev_per_a": [[0.31, 0.10, -0.29], [-0.08, 0.37, -0.28], [0.38, -0.01, 0.17], [0.08, 0.14, -0.12], [0.00, 0.17, -0.11], [0.02, 0.15, -0.11], [-0.03, -0.22, -0.19], [-0.05, 0.25, -0.11], [0.06, 0.12, -0.11], [-0.12, 0.09, -0.10], [0.02, 0.57, 0.23], [-0.17, -0.26, -0.05], [-0.09, -0.37, 0.21], [0.05, 0.27, -0.19], [-0.23, 0.11, 0.00], [0.36, 0.31, -0.05], [0.84, 0.40, -0.47], [-0.02, -0.19, 0.02], [-0.14, -0.28, -0.22], [-0.42, -0.21, 0.11], [0.05, -0.32, 0.15], [0.11, 0.82, 0.59], [-0.09, -0.42, -0.54], [0.00, 0.19, -0.31], [-0.26, 0.08, 0.12], [-0.06, 0.04, 0.04], [-0.31, -0.58, 0.46], [0.17, -0.51, 0.21], [-0.05, 0.02, -0.12], [0.44, -0.27, 0.12], [-0.04, -0.11, -0.18], [0.18, -0.04, 0.11], [-0.19, 0.17, 0.10], [-0.05, -0.21, 0.09], [-0.03, 0.01, 0.18], [-0.11, -0.14, -0.09], [0.20, -0.23, -0.44], [0.22, -0.01, -0.02], [-0.42, 0.25, -0.11], [0.03, -0.10, -0.07], [-0.29, 0.11, 0.19], [-0.11, -0.04, -0.09], [0.22, 0.04, 0.10], [-0.03, -0.07, 0.04], [-0.08, -0.02, -0.23], [0.37, 0.01, -0.07], [0.28, 0.00, -0.07], [0.24, -0.17, 0.37], [0.10, 0.02, 0.09], [-0.04, -0.21, 0.03], [-0.08, -0.01, 0.00], [-0.11, 0.02, -0.10], [-0.08, -0.08, -0.20], [0.26, -0.02, -0.13], [0.02, -0.08, 0.08], [-0.09, 0.08, 0.00], [-0.69, -0.77, 0.54], [-0.08, 0.02, -0.04], [0.08, -0.05, 0.10], [0.09, -0.34, 0.10], [0.13, 0.25, -0.07], [0.21, 0.19, 0.33], [0.19, -0.13, 0.09], [-0.08, 0.25, -0.01], [0.04, 0.30, 0.09], [-0.10, -0.04, -0.01], [-0.02, -0.04, -0.06], [0.03, 0.01, -0.03], [-0.07, 0.13, 0.01], [0.03, 0.15, 0.10], [0.03, 0.06, 0.04], [-0.09, -0.18, -0.02], [-0.07, -0.26, -0.16], [0.11, -0.08, 0.02], [0.06, -0.06, -0.01], [-0.05, 0.05, 0.06], [0.00, -0.02, -0.02], [0.05, 0.10, -0.02], [-0.02, 0.10, 0.00], [0.02, 0.02, 0.00], [-0.04, 0.04, -0.05], [0.00, 0.08, -0.12], [0.00, 0.00, -0.01], [-0.03, -0.10, -0.09], [-0.02, 0.01, 0.16], [-0.10, -0.07, 0.23], [-0.03, 0.03, -0.01], [-0.03, 0.15, 0.00], [-0.01, -0.03, 0.07], [0.04, -0.15, -0.16], [0.06, 0.11, 0.18], [-0.04, 0.10, -0.09], [-0.13, 0.06, 0.05], [-0.09, -0.01, 0.02], [-0.04, 0.07, 0.16], [-0.05, 0.02, 0.01], [-0.08, -0.10, -0.07], [-0.15, -0.32, 0.22], [-0.03, -0.04, 0.01], [-0.01, 0.07, 0.01], [-0.04, 0.15, -0.03], [0.03, 0.05, 0.09], [-0.02, -0.05, 0.14], [-0.14, 0.03, 0.01], [-0.04, 0.08, 0.09], [0.07, -0.04, 0.06], [0.00, -0.05, -0.05], [0.06, 0.09, 0.01], [0.01, 0.02, -0.08], [0.08, -0.02, -0.05], [0.00, 0.03, -0.06], [-0.06, 0.01, -0.05], [0.13, 0.04, -0.04], [-0.13, 0.01, -0.02], [0.04, -0.05, 0.04], [-0.09, 0.04, -0.08], [0.06, 0.14, -0.04], [-0.01, 0.04, 0.01], [-0.10, 0.17, -0.11]], "mulliken_charge": [1.43, -0.80, -2.96, -0.31, -0.32, -0.09, -0.75, 0.41, -0.26, 0.90, -0.87, 2.77, -0.81, -0.21, 1.11, -0.79, -1.30, 0.62, 0.22, 1.21, -0.49, -0.81, -0.57, -0.54, -0.37, -0.62, 0.04, 1.87, -1.60, 2.69, -0.49, -1.55, -0.54, -1.46, -0.84, -0.31, 1.74, -0.20, -1.05, -0.61, -0.53, -1.87, -1.25, -0.38, -0.53, -1.20, -0.36, -0.35, -0.52, -0.54, -0.43, -0.87, -1.19, 1.01, -1.93, -1.69, 0.27, 0.59, -0.24, -0.87, 1.41, 2.25, 0.66, 0.43, -0.56, -1.67, 0.76, 0.32, 0.45, 0.03, 0.12, 0.38, 0.15, 0.39, 0.42, 0.38, 0.37, 0.27, 0.45, 0.39, 0.34, 0.24, 0.33, 0.48, 0.40, -0.42, 0.35, 0.63, 0.48, 0.35, -0.08, 0.19, 0.34, 0.29, 0.53, 0.40, 0.31, 0.24, 0.43, 0.39, 0.43, 0.32, -0.93, 0.39, 0.59, -0.01, 0.19, 0.03, 0.14, -0.41, 0.45, 0.33, 0.23, 0.31, 0.40, 0.32, 0.32, 0.34, 0.32]}